Entry 1:
Density functional theory data (the ωB97M-V functional and the def2-TZVPD basis) for a structure of composition C4H6N2O.

```
13
Properties=species:S:1:pos:R:3:nbo_charge:R:1
N 1.460 -1.231 -1.044 -0.69
C 1.036 -0.236 -0.409 0.56
O 1.659 0.840 0.165 -0.49
C 0.395 1.354 0.696 -0.07
C -0.344 0.208 0.006 -0.13
C -1.585 0.209 -0.770 -0.24
N -1.128 -0.778 0.747 -0.68
H 2.475 -1.221 -1.145 0.36
H 0.399 1.341 1.789 0.20
H 0.174 2.347 0.302 0.20
H -1.469 -0.580 -1.531 0.15
H -2.132 -0.527 0.748 0.43
H -0.940 -1.727 0.444 0.40
```

Calculated values
- Frontier orbital gap: 9.80 eV
- Relative energy (zero: lowest compared OMol25 entry of this formula, charge and spin): 120.92 kcal per mole
- Highest occupied orbital energy: -8.938 eV

***

Entry 2:
Density functional theory data (the ωB97M-V functional and the def2-TZVPD basis) for an isolated molecule of C2H5BO.

```
9
Properties=species:S:1:pos:R:3:nbo_charge:R:1
B -0.043 1.548 -0.447 0.35
C 0.412 0.121 0.021 0.32
C -0.280 -1.189 0.326 -0.72
O 1.632 0.171 -0.176 -0.54
H -0.184 1.492 -1.525 -0.07
H -0.176 2.472 0.304 -0.05
H -1.304 -1.200 0.019 0.23
H 0.301 -2.218 0.075 0.24
H -0.358 -1.197 1.401 0.24
```

Calculated values
- Frontier orbital gap: 9.99 eV
- Relative energy (zero: lowest compared OMol25 entry of this formula, charge and spin): 70.50 kcal per mole
- SMILES: BC(C)=O
- Highest occupied orbital energy: -9.662 eV

***

Entry 3:
Density functional theory data (the ωB97M-V functional and the def2-TZVPD basis) for a structure of composition C52H45Br4N4O6Sb2V.

```
114
Properties=species:S:1:pos:R:3:lowdin_spin:R:1
V -1.219 0.284 0.819 0.80
C 3.164 0.874 -0.696 0.00
C 3.439 -0.601 -0.515 0.00
C 2.208 -1.491 -0.584 0.00
Sb 1.935 -2.147 -2.646 0.00
C 0.944 -4.090 -2.644 0.00
C 0.731 -4.623 -3.906 0.00
C 0.145 -5.866 -4.067 0.00
C -0.240 -6.598 -2.956 0.00
C -0.008 -6.084 -1.692 0.00
C 0.588 -4.842 -1.542 0.00
C 3.780 -3.328 -2.475 0.00
C 3.987 -4.127 -1.358 0.00
C 5.145 -4.865 -1.214 0.00
C 6.120 -4.820 -2.196 0.00
C 5.913 -4.048 -3.325 0.00
C 4.747 -3.314 -3.467 0.00
Sb 2.669 1.803 -2.665 0.00
C 4.137 0.672 -3.811 0.00
C 5.455 0.636 -3.383 0.00
C 6.434 0.013 -4.140 0.00
C 6.110 -0.552 -5.361 0.00
C 4.797 -0.515 -5.803 0.00
C 3.819 0.078 -5.023 0.00
C 1.054 1.218 -4.027 0.00
C 1.177 1.882 -5.242 0.00
C 0.211 1.757 -6.223 0.00
C -0.923 1.001 -5.974 0.00
C -1.060 0.352 -4.762 0.00
C -0.068 0.448 -3.797 0.00
H 4.074 1.433 -0.458 0.00
H 2.396 1.212 -0.001 0.00
H 3.884 -0.705 0.482 0.00
H 4.201 -0.931 -1.233 0.00
H 1.327 -0.945 -0.247 0.00
H 2.343 -2.359 0.060 0.00
H 1.028 -4.047 -4.772 0.00
H -0.014 -6.262 -5.063 0.00
H -0.704 -7.570 -3.080 0.00
H -0.289 -6.652 -0.815 0.00
H 0.777 -4.453 -0.554 0.00
H 3.233 -4.184 -0.585 0.00
H 5.287 -5.486 -0.340 0.00
H 7.029 -5.393 -2.085 0.00
H 6.662 -4.023 -4.104 0.00
H 4.593 -2.720 -4.358 0.00
H 5.724 1.103 -2.444 0.00
H 7.454 -0.026 -3.780 0.00
H 6.871 -1.033 -5.959 0.00
H 4.530 -0.952 -6.756 0.00
H 2.796 0.082 -5.373 0.00
H 2.051 2.500 -5.421 0.00
H 0.334 2.263 -7.171 0.00
H -1.700 0.929 -6.721 0.00
H -1.944 -0.235 -4.554 0.00
H -0.201 -0.070 -2.860 0.00
Br 1.372 6.259 3.661 0.01
C 1.005 4.472 3.173 0.04
C 1.765 3.440 3.723 0.02
Br 3.219 3.827 4.865 0.00
C 1.464 2.125 3.406 0.03
Br 2.467 0.684 4.117 0.00
C 0.412 1.794 2.544 0.02
O 0.111 0.595 2.227 0.15
C -0.350 2.864 1.926 0.03
O -1.255 2.555 1.106 0.08
C -0.025 4.186 2.291 0.02
Br -1.088 5.556 1.539 0.00
C -4.021 1.720 3.733 0.00
C -3.897 0.766 4.731 0.00
C -3.201 -0.396 4.461 0.00
C -2.610 -0.571 3.205 0.00
N -2.702 0.386 2.269 0.00
C -3.394 1.484 2.518 0.00
C -1.836 -1.734 2.788 0.00
C -1.726 -2.897 3.555 0.00
C -0.956 -3.952 3.109 0.00
C -0.343 -3.868 1.871 0.00
C -0.481 -2.726 1.096 0.00
C -1.194 -1.627 1.543 -0.02
H -4.572 2.633 3.892 0.00
H -4.335 0.929 5.706 0.00
H -3.101 -1.148 5.228 0.00
H -3.445 2.204 1.711 0.00
H -2.243 -2.976 4.502 0.00
H -0.832 -4.835 3.719 0.00
H 0.250 -4.698 1.509 0.00
H -0.033 -2.696 0.115 0.00
O 0.326 1.506 -1.148 -0.04
N -0.174 0.748 -0.387 -0.18
C -5.446 -3.384 -0.817 0.00
C -4.106 -2.710 -0.532 0.00
C -3.348 -2.240 -1.808 0.00
C -2.845 -3.442 -2.620 0.00
C -2.239 -3.073 -3.969 0.00
C -4.312 -1.355 -2.584 0.00
O -4.949 -1.695 -3.554 0.00
N -4.452 -0.125 -2.023 0.00
C -3.722 0.364 -0.908 0.00
O -4.165 1.320 -0.309 0.01
N -2.553 -0.237 -0.657 0.01
C -2.196 -1.350 -1.335 0.00
O -1.024 -1.641 -1.522 0.01
H -5.935 -3.631 0.124 0.00
H -5.315 -4.300 -1.386 0.00
H -6.102 -2.725 -1.380 0.00
H -3.457 -3.398 0.017 0.00
H -4.284 -1.843 0.112 0.00
H -3.682 -4.121 -2.793 0.00
H -2.088 -3.960 -2.023 0.00
H -2.972 -2.574 -4.597 0.00
H -1.915 -3.981 -4.474 0.00
H -1.373 -2.431 -3.833 0.00
H -5.158 0.492 -2.404 0.00
```

Calculated values
- Frontier orbital gap (alpha / beta): 6.91 / 5.10 eV
- Charge: -1
- Relative energy (zero: lowest compared OMol25 entry of this formula, charge and spin): 33.09 kcal per mole
- Highest occupied orbital energy (alpha / beta): -5.050 / -4.814 eV
- Spin multiplicity: 2

***

Question: The highest relative energy (zero: lowest compared OMol25 entry of this formula, charge and spin) belongs to which entry?
Answer: C4H6N2O

***

Question: Look up the relative energy (zero: lowest compared OMol25 entry of this formula, charge and spin) of the second one.
Answer: 70.50 kcal per mole